1.
C25H21N7O4S2SeW | wB97M-V/def2-TZVPD

Each line ends with the Löwdin charge.
Element x y z (Å)
W1 0.79384 -0.02254 -0.74216  1.66
C1 2.17048 -4.31395 2.52615  -0.09
C2 2.19907 -4.34041 1.14068  -0.07
C3 2.29326 -3.15723 0.43295  -0.04
C4 2.34703 -1.93636 1.10682  -0.36
C5 2.31801 -1.91544 2.50027  -0.11
C6 2.22607 -3.10500 3.19877  -0.08
N1 2.39228 -0.76517 0.32041  -0.13
C7 3.44425 0.09354 0.44633  -0.22
C8 4.48037 0.09061 1.39033  -0.01
C9 5.48916 1.02535 1.29486  -0.07
C10 5.51823 1.97221 0.26538  -0.09
C11 4.53591 1.98725 -0.69574  0.00
C12 3.50132 1.04868 -0.61500  -0.22
N2 2.49487 0.86630 -1.51181  -0.13
N3 2.45165 1.59556 -2.61087  0.11
C13 1.36754 1.31546 -3.33508  -0.35
C14 1.12646 1.95988 -4.56347  0.00
C15 -0.01285 1.65372 -5.25965  -0.06
C16 -0.89562 0.69739 -4.73696  -0.05
C17 -0.60116 0.09547 -3.53766  -0.13
N4 0.51081 0.36693 -2.82984  -0.06
H1 2.09070 -5.23372 3.08289  0.10
H2 2.14182 -5.28108 0.61079  0.11
H3 2.32043 -3.15074 -0.65170  0.11
H4 2.31072 -0.96693 3.01456  0.11
H5 2.18123 -3.09149 4.27689  0.11
H6 4.49064 -0.64706 2.17757  0.10
H7 6.27059 1.03011 2.04131  0.10
H8 6.32208 2.69058 0.22462  0.10
H9 4.53531 2.69468 -1.50914  0.11
H10 1.83926 2.69338 -4.90086  0.12
H11 -0.23883 2.14318 -6.19474  0.11
H12 -1.79948 0.43515 -5.26380  0.11
H13 -1.26467 -0.65140 -3.10926  0.11
Se1 -1.60648 -4.03067 -1.33461  0.73
C18 -0.49537 -2.73895 -1.30813  -0.90
N5 0.25844 -1.80871 -1.28355  -0.15
N6 -2.71674 -1.60172 1.08906  0.13
C19 -2.03642 -0.48437 1.38319  -0.74
S1 -0.34475 -0.63437 1.61513  0.81
N7 -2.64137 0.67539 1.62980  0.08
C20 -4.01624 0.95668 1.65181  -0.21
C21 -4.42782 2.23676 1.28295  0.00
C22 -5.76372 2.57759 1.35759  -0.07
C23 -6.69694 1.65808 1.81369  -0.09
C24 -6.28930 0.38733 2.18095  -0.08
C25 -4.95355 0.03238 2.11017  -0.04
H14 -2.15726 -2.42363 0.90978  0.03
H15 -3.62317 -1.54136 0.65026  0.11
H16 -2.04975 1.51242 1.53142  0.10
H17 -3.68809 2.94378 0.93990  0.10
H18 -6.08414 3.56651 1.06588  0.11
H19 -7.73682 1.93352 1.89763  0.10
H20 -7.01324 -0.33697 2.52853  0.11
H21 -4.63339 -0.93867 2.45565  0.11
O1 -1.44113 2.81138 0.46393  -0.28
S2 -0.56149 2.12518 -0.44144  0.31
O2 0.71794 1.70766 0.26430  -0.45
O3 -1.13233 0.74986 -0.77674  -0.47
O4 -0.21764 2.78799 -1.66099  -0.25

Cartesian forces (eV/Å) of the 2 atoms listed first:
W 2.401 -2.158 -0.123
C -0.063 -0.032 0.022

ΔE to the lowest compared entry with this formula, charge and spin, kcal/mol: 0.0
Molecular weight, g mol⁻¹: 810.422
Gap between HOMO and LUMO (alpha / beta), eV: 5.313 / 5.307

***

2.
C25H22Cl2IrO8P2S9 | wB97M-V/def2-TZVPD

Each line ends with the Löwdin charge.
Element x y z (Å)
Ir1 0.02073 -0.79803 -0.55487  0.94
Cl1 -0.65331 -4.12111 -1.81839  0.70
C1 -0.28800 -4.51347 -0.16769  -0.67
C2 -0.97234 -5.59190 0.37027  -0.12
C3 -0.70327 -6.00208 1.66362  -0.09
C4 0.25300 -5.32926 2.40617  -0.13
C5 0.91162 -4.24225 1.85339  -0.67
Cl2 2.07171 -3.44329 2.86820  0.71
C6 0.66452 -3.78307 0.54658  -0.66
S1 1.57928 -2.40006 -0.06611  0.61
H1 -1.70055 -6.10688 -0.24012  0.10
H2 -1.22723 -6.84849 2.08661  0.11
H3 0.49404 -5.63137 3.41556  0.10
C7 -4.33738 -0.18183 1.96039  -0.06
C8 -2.90300 0.21002 1.63059  -0.58
O1 -2.34971 1.04441 2.64905  -0.07
P1 -1.80386 -1.21876 1.56514  0.51
O2 -2.10192 -2.11780 2.82517  -0.05
O3 -0.34009 -0.61955 1.72614  -0.22
O4 -1.72307 -1.99062 0.28291  -0.35
P2 -2.74869 1.16847 0.02958  0.35
O5 -3.99033 0.64436 -0.85618  -0.15
O6 -2.93360 2.57359 0.44809  -0.25
O7 -1.50545 0.70297 -0.68867  -0.45
H4 -4.38227 -0.59241 2.96852  0.09
H5 -4.72511 -0.91329 1.25027  0.09
H6 -4.96532 0.70889 1.92151  0.09
H7 -2.40911 1.95411 2.29629  0.09
H8 -2.17862 -3.06134 2.62160  0.11
H9 -0.20052 0.18044 2.29282  0.03
H10 -4.72690 1.26417 -0.78389  0.09
C9 -2.70285 -1.25669 -2.97392  -0.39
S2 -2.68158 0.39450 -3.67528  0.94
C10 -1.03829 0.80248 -3.96936  -0.97
C11 0.14917 0.19559 -3.64074  -1.01
S3 0.48327 -1.18488 -2.68708  0.68
S4 1.58049 0.84595 -4.42282  0.92
C12 0.81480 2.10977 -5.31439  -1.50
S5 1.58706 3.16676 -6.27702  0.61
S6 -0.90554 2.17541 -5.03851  0.91
H11 -3.75711 -1.52950 -2.99628  0.05
H12 -2.34988 -1.27535 -1.94964  -0.02
H13 -2.13427 -1.94085 -3.60122  0.03
O8 1.55701 0.46823 -0.81849  -0.43
C13 1.84195 1.57108 0.01544  -0.56
C14 2.03929 1.13254 1.46770  -0.44
C15 2.90648 0.14657 1.81956  -0.13
C16 2.91603 -0.14024 3.21225  -0.19
C17 2.05353 0.63922 3.90947  -0.38
S7 1.23218 1.73925 2.87848  1.07
C18 3.20607 2.04317 -0.49351  -0.47
C19 4.03285 1.40532 -1.36408  -0.11
C20 5.24319 2.12148 -1.59307  -0.18
C21 5.30279 3.28124 -0.88842  -0.41
S8 3.88912 3.52610 0.04801  1.07
C22 0.85395 2.70821 -0.19616  -0.47
C23 0.43413 3.72441 0.61396  -0.16
C24 -0.32873 4.71141 -0.07009  -0.17
C25 -0.44513 4.44285 -1.39487  -0.37
S9 0.35647 2.99749 -1.81460  1.08
H14 3.51806 -0.36477 1.09066  0.12
H15 3.54200 -0.89330 3.66760  0.10
H16 1.86420 0.65001 4.97059  0.07
H17 3.78202 0.45525 -1.81123  0.11
H18 6.02691 1.78595 -2.25679  0.10
H19 6.09249 4.01468 -0.87896  0.06
H20 0.68181 3.82174 1.65800  0.06
H21 -0.77438 5.56852 0.41206  0.11
H22 -0.99477 4.99583 -2.13980  0.07

Cartesian forces (eV/Å) of the 2 atoms listed first:
Ir -0.157 0.637 0.668
Cl 0.038 -0.035 0.031

Spin multiplicity: 2
ΔE to the lowest compared entry with this formula, charge and spin, kcal/mol: 18.9
Molecular weight, g mol⁻¹: 1064.117
Gap between HOMO and LUMO (alpha / beta), eV: 7.468 / 5.053

***

3.
C25H22CoF9N7O2STe4 | wB97M-V/def2-TZVPD

Each line ends with the Löwdin charge.
Element x y z (Å)
Co1 0.64270 -0.16030 -1.17160  -0.75
C1 -3.62940 1.27640 -1.70140  -0.05
C2 -2.17850 1.25190 -1.34140  -0.28
N1 -1.54640 0.12120 -1.07890  -0.04
N2 -2.17600 -1.00420 -0.83610  0.00
C3 -1.34520 -1.94830 -0.26040  -0.85
N3 -2.10320 -2.78650 0.62690  0.04
S1 -0.01260 -1.21300 0.76430  0.70
C4 -1.43800 2.44250 -1.04760  -0.22
C5 -1.96650 3.74510 -0.99940  -0.03
C6 -1.15580 4.78480 -0.60340  -0.10
C7 0.17200 4.54960 -0.25010  -0.08
C8 0.61010 3.24960 -0.30210  -0.18
N4 -0.14940 2.24100 -0.69040  0.02
H1 -3.99560 0.25220 -1.75870  0.04
H2 -3.77820 1.76230 -2.66780  0.07
H3 -4.22390 1.80620 -0.95460  0.07
H4 -3.06920 -2.77460 0.32180  0.03
H5 -1.76770 -3.74410 0.60950  0.07
H6 -3.00170 3.91140 -1.25600  0.09
H7 -1.53500 5.79630 -0.57020  0.09
H8 0.85200 5.34040 0.01610  0.09
H9 1.65590 2.96630 -0.07240  0.07
Te1 2.40560 0.18960 -0.03070  1.26
Te2 2.91320 1.81950 -4.47800  -0.29
Te3 4.10930 2.98170 -6.47770  -0.40
Te4 1.77510 0.73270 -2.53940  0.43
C9 -6.01950 -5.00360 1.16690  -0.06
C10 -5.73800 -4.61580 -0.25600  -0.29
C11 -5.32300 -3.33560 -0.59850  -0.05
C12 -5.05260 -2.99210 -1.90970  -0.02
C13 -5.21420 -3.92260 -2.92940  -0.28
N5 -4.98070 -3.62790 -4.27300  0.13
C14 -4.37930 -2.53480 -4.89000  -0.53
O1 -4.89210 -2.07780 -5.89710  0.04
N6 -3.20410 -2.02590 -4.42720  0.16
C15 -2.25410 -2.45760 -3.50400  -0.21
C16 -2.27910 -3.71920 -2.85830  -0.04
C17 -1.41560 -3.94370 -1.84820  -0.04
C18 -0.56330 -2.84570 -1.38150  -0.35
N7 -0.20120 -1.92610 -2.38900  0.02
C19 -1.10780 -1.68430 -3.31760  -0.11
C20 -5.66240 -5.20110 -2.59580  -0.04
C21 -5.90290 -5.54070 -1.28220  -0.06
H10 -5.93430 -4.14540 1.83160  0.07
H11 -5.31640 -5.76960 1.50040  0.08
H12 -7.02460 -5.41830 1.25970  0.07
H13 -5.22560 -2.57970 0.16960  0.11
H14 -4.73270 -1.99180 -2.15220  0.10
H15 -5.66190 -4.02970 -4.90540  0.14
H16 -2.91860 -1.22790 -4.98670  0.16
H17 -2.91340 -4.51140 -3.21950  0.10
H18 -1.32930 -4.90850 -1.37040  0.10
H19 0.32860 -3.25710 -0.87210  0.13
H20 -0.88570 -0.84490 -3.98480  0.12
H21 -5.81240 -5.92790 -3.38090  0.11
H22 -6.23030 -6.54420 -1.04870  0.11
F1 4.77580 -0.55020 1.38460  0.08
C22 4.25720 0.40450 2.17900  -0.63
F2 5.05840 0.45680 3.24870  0.16
F3 4.40280 1.55950 1.52830  0.12
C23 2.79480 0.14190 2.55670  -0.50
O2 1.93540 0.75920 1.80660  -0.38
C24 2.59060 0.70510 3.96660  -0.55
F4 3.00310 1.98180 4.01000  0.17
F5 3.23160 0.05760 4.95070  0.15
F6 1.30080 0.71240 4.30780  0.18
C25 2.64960 -1.37250 2.65040  -0.62
F7 1.52120 -1.74340 3.24930  0.14
F8 2.74890 -2.03930 1.50640  0.05
F9 3.65320 -1.86980 3.41510  0.14

Cartesian forces (eV/Å) of the 2 atoms listed first:
Co -11.672 -6.405 5.650
C 0.000 -0.032 0.188

Charge: -2
Spin multiplicity: 4
Molecular weight, g mol⁻¹: 1224.880
Gap between HOMO and LUMO (alpha / beta), eV: 4.422 / 4.156

***

4.
C25H22CoN5O4 | wB97M-V/def2-TZVPD

Each line ends with the Löwdin charge.
Element x y z (Å)
Co1 -0.03032 -0.02165 -0.58415  0.59
C1 -2.28235 1.17996 -1.57683  -0.06
N1 -1.47581 -0.03360 -1.88723  -0.19
C2 -2.22674 -1.29608 -1.64325  -0.06
C3 -1.24999 -2.38683 -1.28562  -0.20
C4 -1.48563 -3.73331 -1.47563  0.03
C5 -0.54410 -4.64402 -1.01680  0.00
C6 0.60358 -4.18319 -0.38930  0.00
C7 0.78093 -2.82121 -0.24275  -0.05
N2 -0.13099 -1.95082 -0.68436  0.05
C8 -0.90054 0.02526 -3.27155  -0.03
C9 0.60667 -0.01313 -3.26380  -0.20
C10 1.36582 -0.03338 -4.41977  0.03
C11 2.74680 -0.04778 -4.30804  0.00
C12 3.33286 -0.04289 -3.04877  0.00
C13 2.51572 -0.02582 -1.93869  -0.05
N3 1.18241 -0.01015 -2.05860  0.03
C14 -1.34258 2.30612 -1.22960  -0.20
C15 -1.63397 3.64434 -1.39662  0.03
C16 -0.71247 4.58496 -0.95685  0.00
C17 0.47119 4.16081 -0.37242  0.00
C18 0.70363 2.80482 -0.24632  -0.05
N4 -0.18962 1.90579 -0.66707  0.05
H1 -2.89724 0.95923 -0.70321  0.14
H2 -2.94403 1.43127 -2.40679  0.15
H3 -2.84197 -1.55633 -2.50528  0.15
H4 -2.88859 -1.13285 -0.79142  0.15
H5 -2.39105 -4.06313 -1.96671  0.14
H6 -0.70620 -5.70531 -1.14869  0.13
H7 1.35379 -4.86596 -0.01786  0.13
H8 1.65432 -2.40069 0.23723  0.13
H9 -1.23507 0.94466 -3.75432  0.15
H10 -1.29255 -0.80299 -3.86292  0.15
H11 0.88323 -0.03693 -5.38800  0.14
H12 3.36310 -0.06342 -5.19684  0.13
H13 4.40627 -0.05377 -2.92783  0.13
H14 2.90501 -0.02482 -0.92839  0.13
H15 -2.56579 3.94507 -1.85596  0.14
H16 -0.91835 5.64080 -1.07016  0.13
H17 1.20770 4.86733 -0.01832  0.13
H18 1.60683 2.41264 0.20137  0.13
O1 -1.03466 -0.02872 1.04448  0.02
C19 0.06803 -0.00109 1.69106  -0.47
O2 1.11158 -0.00081 0.93954  -0.03
C20 0.13816 0.03315 3.14843  -0.13
C21 -1.04233 -0.01519 3.88884  0.03
C22 -0.98227 0.01933 5.26972  0.04
C23 0.26216 0.10587 5.86726  -0.10
C24 1.44697 0.15583 5.15522  0.04
C25 1.38120 0.11710 3.77469  0.02
N5 0.33021 0.14805 7.35410  -0.34
O3 -0.72074 0.08187 7.95085  0.11
O4 1.43115 0.24591 7.84760  0.11
H19 -1.99591 -0.08053 3.38377  0.13
H20 -1.86889 -0.01848 5.88483  0.13
H21 2.38578 0.22333 5.68439  0.13
H22 2.28564 0.15135 3.18332  0.13

Cartesian forces (eV/Å) of the 2 atoms listed first:
Co -0.049 0.021 -0.094
C 0.041 0.053 0.007

Charge: +2
Molecular weight, g mol⁻¹: 515.415
Gap between HOMO and LUMO, eV: 8.780

***

5.
C25H22CoN5O4 | wB97M-V/def2-TZVPD

Each line ends with the Löwdin charge.
Element x y z (Å)
Co1 -0.31049 -0.26167 0.46899  0.98
C1 -2.79194 -1.90308 0.25082  -0.08
N1 -1.99722 -1.33915 1.35418  -0.22
C2 -1.38258 -2.40268 2.17485  -0.09
C3 -0.22463 -1.82420 2.93742  -0.24
C4 0.15816 -2.26725 4.18549  0.02
C5 1.27460 -1.69812 4.78463  0.00
C6 1.97068 -0.70332 4.11756  0.00
C7 1.52943 -0.30465 2.87085  -0.06
N2 0.44797 -0.85116 2.29832  0.04
C8 -2.77703 -0.40959 2.18887  -0.08
C9 -2.73111 0.97441 1.61138  -0.23
C10 -3.71680 1.90857 1.85765  0.02
C11 -3.55598 3.19682 1.37094  0.01
C12 -2.41485 3.50788 0.64709  0.00
C13 -1.48324 2.51818 0.41748  -0.06
N3 -1.63404 1.26950 0.89325  0.05
C14 -1.88227 -2.29645 -0.88405  -0.22
C15 -2.32112 -3.06944 -1.94375  0.02
C16 -1.42504 -3.39546 -2.94656  0.01
C17 -0.11002 -2.95309 -2.85518  0.00
C18 0.25104 -2.17356 -1.78145  -0.06
N4 -0.62322 -1.84666 -0.81332  0.04
H1 -3.51536 -1.15888 -0.08935  0.15
H2 -3.35741 -2.77468 0.59411  0.15
H3 -1.01744 -3.18425 1.50505  0.15
H4 -2.11620 -2.85523 2.84681  0.15
H5 -0.40423 -3.04669 4.68150  0.13
H6 1.59322 -2.02877 5.76413  0.13
H7 2.84542 -0.24064 4.55072  0.13
H8 2.04156 0.45814 2.30297  0.12
H9 -2.32583 -0.38048 3.18365  0.15
H10 -3.80607 -0.75570 2.31106  0.15
H11 -4.59267 1.63138 2.42858  0.13
H12 -4.31428 3.94669 1.55255  0.13
H13 -2.25083 4.49964 0.25169  0.13
H14 -0.59771 2.71108 -0.16702  0.12
H15 -3.34597 -3.41472 -1.97339  0.14
H16 -1.74458 -3.99541 -3.78811  0.13
H17 0.62295 -3.20550 -3.60752  0.13
H18 1.26178 -1.80537 -1.66699  0.13
O1 1.59428 0.21627 0.05513  -0.04
C19 1.26260 0.80127 -1.04509  -0.53
O2 0.02180 0.79924 -1.28581  -0.02
C20 2.25572 1.40866 -1.92960  -0.14
C21 3.61085 1.31854 -1.61217  0.02
C22 4.54569 1.91170 -2.44099  0.04
C23 4.09380 2.58038 -3.56289  -0.10
C24 2.75748 2.67871 -3.90351  0.04
C25 1.82631 2.08323 -3.07274  0.02
N5 5.09635 3.23190 -4.44801  -0.34
O3 6.25680 3.14383 -4.11823  0.11
O4 4.67880 3.75284 -5.45702  0.11
H19 3.92743 0.78598 -0.72619  0.13
H20 5.60500 1.86846 -2.23490  0.13
H21 2.46906 3.20996 -4.79832  0.13
H22 0.77137 2.13257 -3.30556  0.13

Cartesian forces (eV/Å) of the 2 atoms listed first:
Co -0.145 0.117 -0.282
C 0.016 -0.006 -0.013

Charge: +2
Spin multiplicity: 5
ΔE to the lowest compared entry with this formula, charge and spin, kcal/mol: 0.0
Molecular weight, g mol⁻¹: 515.415
Gap between HOMO and LUMO (alpha / beta), eV: 9.177 / 6.166

***

6.
C25H22CuI2N3OS2 | wB97M-V/def2-TZVPD

Each line ends with the Löwdin charge.
Element x y z (Å)
Cu1 -0.14622 -0.20185 -0.74276  0.18
C1 -1.18215 2.95615 0.35414  -0.08
N1 0.10032 2.51160 -0.17052  -0.20
C2 1.18112 2.56502 0.78717  -0.20
C3 0.98753 1.54323 1.90158  -0.16
N2 0.78223 0.14902 1.45371  -0.17
C4 -0.18204 -0.51852 2.33999  -0.08
C5 2.04343 -0.56847 1.34614  -0.28
C6 2.60157 -1.15633 2.47520  -0.05
C7 3.80759 -1.83984 2.41485  -0.11
C8 4.46834 -1.92777 1.19758  -0.11
C9 3.91828 -1.34530 0.06769  -0.12
C10 2.69991 -0.65603 0.10462  -0.58
S1 2.06260 0.04486 -1.37477  0.70
C11 0.37784 3.00653 -1.47427  -0.31
C12 1.27140 4.05324 -1.67586  -0.04
C13 1.53511 4.53793 -2.94968  -0.11
C14 0.88703 3.97600 -4.03917  -0.12
C15 0.00133 2.92162 -3.84899  -0.13
C16 -0.26167 2.40243 -2.57871  -0.61
S2 -1.33576 1.01910 -2.37472  0.63
H1 -1.13980 4.00080 0.70275  0.09
H2 -1.49280 2.32474 1.19144  0.07
H3 -1.93653 2.86952 -0.42613  0.06
H4 1.26923 3.55598 1.26459  0.12
H5 2.10931 2.34781 0.26045  0.10
H6 0.12174 1.82658 2.50341  0.10
H7 1.86079 1.59229 2.55957  0.13
H8 0.06077 -0.39709 3.40397  0.08
H9 -0.21002 -1.58111 2.10429  0.09
H10 -1.17434 -0.10032 2.16961  0.08
H11 2.08874 -1.08317 3.42754  0.10
H12 4.21604 -2.30190 3.30535  0.09
H13 5.40462 -2.47050 1.12344  0.09
H14 4.41566 -1.43625 -0.89082  0.09
H15 1.77638 4.49666 -0.82492  0.10
H16 2.24483 5.34535 -3.08667  0.09
H17 1.08112 4.34481 -5.03994  0.09
H18 -0.48398 2.45252 -4.69707  0.09
I1 1.11052 -5.26432 -0.24681  0.87
C17 -0.76430 -4.35096 -0.20180  -0.65
C18 -1.92804 -5.12017 -0.10743  -0.25
C19 -3.16382 -4.52596 -0.06808  -0.68
I2 -4.85762 -5.76217 0.06850  0.84
C20 -3.29128 -3.11664 -0.10033  -0.22
C21 -4.50413 -2.39313 -0.06059  -0.05
C22 -4.48943 -1.02737 -0.07906  -0.05
C23 -3.26121 -0.35043 -0.14146  -0.15
N3 -2.11576 -0.98826 -0.18979  0.05
C24 -2.10482 -2.34790 -0.18120  -0.12
C25 -0.78554 -2.94825 -0.26756  -0.45
O1 0.23876 -2.20605 -0.37521  -0.16
H19 -1.84665 -6.19728 -0.06633  0.07
H20 -5.44193 -2.93251 -0.02112  0.06
H21 -5.41096 -0.46002 -0.05592  0.10
H22 -3.21333 0.73209 -0.16991  0.08

Cartesian forces (eV/Å) of the 2 atoms listed first:
Cu -0.099 -0.023 -0.226
C 0.111 -0.039 -0.028

Charge: -1
Spin multiplicity: 2
Molecular weight, g mol⁻¹: 761.959
Gap between HOMO and LUMO (alpha / beta), eV: 6.329 / 6.363